Density functional theory data (ωB97M-V/def2-TZVPD) for a molecular structure, C41H48Cl5N2O2PdSSe.

Properties
F_max = 0.009 Eh/bohr
gap between HOMO and LUMO = 6.270 eV
net charge = -1

Atoms and positions in Å:
1 Pd -1.803997 -0.449739 0.309300
2 C 5.032679 -1.058928 4.437245
3 C 4.535183 -0.013220 3.431173
4 C 4.387387 1.317828 4.170712
5 C 5.591742 0.160010 2.330058
6 C 3.214228 -0.459611 2.808104
7 C 2.117964 0.375155 2.666990
8 C 0.940681 -0.073964 2.085142
9 Se -0.436116 1.213547 1.750570
10 C 0.283664 1.920794 0.118347
11 C 0.812731 3.191052 0.096290
12 C 1.373808 3.703192 -1.073821
13 C 1.385982 2.855065 -2.172463
14 C 0.880891 1.550853 -2.182546
15 C 0.285580 1.058991 -1.001512
16 O -0.211908 -0.153862 -0.909228
17 C 0.994334 0.776383 -3.508772
18 C 2.452529 0.802782 -3.994692
19 C 0.103998 1.464955 -4.553884
20 C 0.584675 -0.699418 -3.448421
21 C 1.976524 5.105590 -1.082122
22 C 3.164137 5.149367 -0.110013
23 C 2.476176 5.511612 -2.468428
24 C 0.925821 6.130133 -0.634617
25 C 0.754427 -1.423698 1.656322
26 O -0.386204 -1.913533 1.342958
27 C 1.950660 -2.214988 1.624184
28 C 3.092723 -1.729741 2.236060
29 C 2.074284 -3.550121 0.863939
30 C 2.488917 -4.673619 1.822744
31 C 0.810021 -4.010692 0.127824
32 C 3.161009 -3.375858 -0.211143
33 H 5.981836 -0.741865 4.878577
34 H 5.191971 -2.028826 3.966795
35 H 4.306801 -1.193462 5.241513
36 H 5.319857 1.558751 4.686963
37 H 3.587025 1.271979 4.910989
38 H 4.168960 2.137673 3.484719
39 H 6.529337 0.543835 2.742839
40 H 5.236019 0.856233 1.568954
41 H 5.800322 -0.791890 1.838416
42 H 2.161701 1.405564 2.997847
43 H 0.786810 3.779216 1.007107
44 H 1.808971 3.224048 -3.096709
45 H 2.834191 1.814925 -4.129543
46 H 2.532650 0.286011 -4.954549
47 H 3.098880 0.292274 -3.278403
48 H 0.418378 2.494172 -4.737526
49 H -0.932964 1.484732 -4.213862
50 H 0.142663 0.922008 -5.502183
51 H 1.166783 -1.250337 -2.711190
52 H 0.763788 -1.137991 -4.436111
53 H -0.463375 -0.830474 -3.191971
54 H 3.920632 4.417280 -0.397961
55 H 2.847216 4.916382 0.907316
56 H 3.624425 6.141436 -0.104941
57 H 3.263562 4.845437 -2.824568
58 H 2.888544 6.522220 -2.425172
59 H 1.668059 5.507762 -3.202340
60 H 0.581612 5.932818 0.380769
61 H 0.055976 6.099993 -1.293082
62 H 1.342339 7.140804 -0.657128
63 H 3.970061 -2.368759 2.233833
64 H 1.723191 -4.822730 2.586242
65 H 3.429692 -4.454259 2.328955
66 H 2.614288 -5.612565 1.275169
67 H -0.002375 -4.230913 0.817900
68 H 1.058208 -4.918394 -0.433726
69 H 0.461624 -3.248455 -0.569565
70 H 4.128781 -3.130122 0.228244
71 H 2.886017 -2.567421 -0.891047
72 H 3.272724 -4.295573 -0.792439
73 Cl -3.802139 1.946965 0.427932
74 C -4.207594 0.627130 1.487285
75 C -3.397471 -0.520966 1.487983
76 C -3.793480 -1.528309 2.366730
77 Cl -2.879872 -3.003445 2.478334
78 C -4.922109 -1.416212 3.185064
79 Cl -5.374938 -2.705304 4.240790
80 C -5.695408 -0.266259 3.147316
81 Cl -7.096259 -0.117745 4.147024
82 C -5.335026 0.767572 2.288518
83 Cl -6.303927 2.195174 2.216557
84 N -2.695696 -3.363010 -0.767997
85 C -3.612626 -2.476896 -1.197457
86 S -3.157797 -0.932005 -1.703742
87 N -4.874566 -2.968041 -1.259229
88 C -6.072758 -2.290656 -1.597097
89 C -7.003273 -2.965335 -2.375432
90 C -8.218608 -2.369608 -2.678343
91 C -8.503509 -1.096682 -2.208382
92 C -7.572316 -0.435155 -1.417933
93 C -6.360834 -1.026632 -1.100859
94 H -1.768957 -2.992388 -0.563847
95 H -2.994619 -4.094528 -0.139862
96 H -4.948884 -3.974621 -1.244800
97 H -6.774513 -3.957346 -2.747275
98 H -8.937184 -2.902600 -3.286960
99 H -9.446143 -0.624674 -2.450901
100 H -7.789977 0.550669 -1.028000
101 H -5.649227 -0.516924 -0.470848

Forces on the atoms, in the same order (eV/Å):
0.08 0.26 -0.26
-0.02 0.03 0.05
-0.03 0.01 -0.01
0.03 0.01 -0.02
-0.01 -0.01 -0.01
0.01 -0.01 -0.03
-0.01 0.03 0.00
0.10 -0.13 -0.02
-0.22 -0.19 0.07
0.04 0.12 0.05
0.01 0.02 -0.04
0.00 -0.06 0.05
-0.05 -0.03 0.01
0.15 0.14 -0.12
-0.06 -0.44 0.05
0.20 0.24 -0.35
-0.01 0.01 0.07
0.02 -0.01 -0.01
-0.02 0.00 -0.01
-0.03 -0.02 -0.02
-0.01 -0.02 0.01
0.01 0.01 -0.01
0.00 0.02 0.00
-0.01 0.02 -0.02
-0.07 -0.12 0.08
0.04 -0.02 -0.04
0.11 0.03 0.00
0.02 0.02 -0.09
-0.03 0.06 0.07
-0.04 -0.04 0.01
0.00 -0.02 0.01
0.02 -0.01 0.01
0.01 0.01 0.00
0.00 -0.02 -0.02
-0.01 0.00 0.00
0.01 0.01 0.00
0.00 -0.01 0.02
-0.02 0.01 -0.02
0.02 -0.01 0.02
0.00 0.02 0.00
-0.01 -0.01 -0.02
-0.01 0.00 0.01
0.01 0.01 0.01
0.01 0.02 -0.01
0.00 0.00 -0.01
0.00 -0.02 -0.02
0.01 0.00 0.02
0.00 0.01 0.01
-0.01 -0.01 0.00
0.01 -0.01 -0.03
0.02 0.00 0.02
0.01 -0.02 0.00
-0.02 0.03 0.00
0.01 0.00 -0.01
0.00 -0.01 0.01
0.00 0.02 0.01
0.02 -0.01 0.00
0.00 0.01 -0.01
-0.02 0.00 0.00
-0.01 -0.02 0.01
-0.01 0.00 -0.01
0.01 0.02 0.01
0.02 0.00 0.02
-0.01 0.00 0.01
0.01 0.02 0.01
0.00 -0.02 -0.01
0.00 0.00 0.02
-0.01 0.01 -0.02
0.05 0.02 -0.02
0.01 0.00 -0.02
0.00 0.00 -0.01
0.01 -0.02 -0.01
-0.03 -0.02 0.01
0.02 -0.12 0.00
-0.19 0.24 0.13
-0.10 -0.06 -0.01
-0.03 0.07 -0.04
0.09 -0.10 -0.04
-0.03 0.00 0.03
-0.11 0.07 0.03
0.02 0.00 -0.01
-0.01 0.00 -0.03
-0.02 0.00 0.02
0.10 0.00 0.09
0.15 -0.15 -0.10
-0.14 0.08 0.43
0.09 -0.06 -0.14
0.07 -0.02 0.05
-0.04 0.01 -0.04
0.01 0.02 0.02
0.03 -0.02 -0.01
0.00 0.02 0.01
-0.10 0.02 0.01
-0.16 -0.02 0.00
0.02 0.03 0.02
-0.01 0.03 0.10
0.02 0.00 -0.02
-0.01 0.00 -0.01
-0.02 0.00 0.01
0.00 0.01 0.00
0.05 0.02 0.03